1.
Computed, not measured: a cluster of 2 separate species, C5H13N2O4S in total, with wB97M-V/def2-TZVPD.

## Properties
Frontier orbital gap (spin up / spin down) ... 5.42 / 7.12 eV
2S+1 ... 3
Net charge ... +1

Cartesian coordinates (Å):
C (-1.2569, 0.6662, 1.7629)
C (0.1290, 1.8284, 0.1705)
C (0.3439, -0.6625, -1.3700)
C (0.1589, 2.3581, 2.5780)
C (0.1658, -2.5263, -2.9514)
N (-0.3513, 1.5402, 1.5016)
N (0.9091, -1.5494, -2.1445)
O (-1.8969, 0.0054, 0.9392)
O (-0.7419, 2.1741, -0.8115)
O (0.9250, -1.6812, 0.7823)
O (-0.8675, -0.7400, -1.1681)
S (1.3908, 0.5739, -0.5949)
H (-1.4186, 0.6568, 2.9078)
H (0.8243, 2.6362, 0.3835)
H (1.0239, 2.9243, 2.3592)
H (-0.6614, 2.9678, 2.9182)
H (0.5160, 1.7122, 3.4429)
H (-0.8283, -2.4131, -2.6786)
H (0.2443, -2.2151, -4.0377)
H (0.6042, -3.4557, -2.8012)
H (1.8646, -1.6196, -2.2099)
H (0.0372, -1.9817, 0.7352)
H (-1.4245, 1.5089, -0.7691)
H (1.4465, -2.3039, 1.3175)
H (-1.1362, -0.4041, -0.2620)

natural (NBO) population analysis, charges in e, atoms 1 to 5: atom 1 (C): 0.56, atom 2 (C): 0.01, atom 3 (C): 0.45, atom 4 (C): -0.42, atom 5 (C): -0.42

2.
Computed, not measured: a structure of composition C5H13N2S, with wB97M-V/def2-TZVPD.

## Properties
Frontier orbital gap ... 5.86 eV
Energy relative to the best compared isomer or geometry (same formula, charge and spin) ... 3.798 eV
Net charge ... -1

Cartesian coordinates (Å):
C (1.0638, 1.1184, 0.4017)
C (1.6060, 0.2295, -0.6894)
S (3.4145, -0.0950, -0.4054)
C (0.7174, 0.3530, 1.6786)
N (-3.1559, 0.5238, 0.9147)
C (-2.4887, 0.6038, -0.2252)
C (-2.0243, -0.6682, -0.9625)
N (-2.7437, -1.8392, -0.4915)
H (1.8428, 1.8872, 0.4297)
H (0.0639, 1.5994, 0.0942)
H (1.4253, 0.7034, -1.6854)
H (0.9917, -0.6738, -0.8376)
H (-0.3398, 0.0759, 1.8121)
H (1.3839, -0.5119, 1.8345)
H (0.8153, 1.0401, 2.5483)
H (-2.5762, 1.5376, -0.8205)
H (-2.1034, 0.1774, 1.0978)
H (-0.9495, -0.6411, -0.8833)
H (-2.2297, -0.4224, -2.0375)
H (-2.2345, -2.7059, -0.3514)
H (-3.2031, -1.4592, 0.3329)

natural (NBO) population analysis, charges in e, atoms 1 to 5: atom 1 (C): -0.43, atom 2 (C): -0.52, atom 3 (S): -0.72, atom 4 (C): -0.61, atom 5 (N): -0.71

3.
Computed, not measured: a structure of composition C5H13N2S, with wB97M-V/def2-TZVPD.

## Properties
Frontier orbital gap (spin up / spin down) ... 9.61 / 6.99 eV
2S+1 ... 2
Energy relative to the best compared isomer or geometry (same formula, charge and spin) ... 4.772 eV

Cartesian coordinates (Å):
C (-0.6206, -0.7139, 1.6747)
C (-0.9485, -2.1622, 1.3601)
S (-2.3021, -2.8185, 2.3597)
C (-1.6980, 0.3827, 1.3247)
N (-0.0205, 2.0604, -1.1897)
C (1.0095, 1.3217, -0.6914)
C (1.7685, 0.3340, -1.5677)
N (1.5836, 0.8273, -2.9762)
H (-0.5096, -0.7157, 2.7486)
H (0.4795, -0.4347, 1.2660)
H (-0.0012, -2.7000, 1.4143)
H (-1.2233, -2.1617, 0.1715)
H (-1.5674, 0.6000, 0.2145)
H (-2.7036, -0.0543, 1.5651)
H (-1.6410, 1.3843, 1.9395)
H (1.5703, 1.4006, 0.3118)
H (-0.1741, 0.9331, -1.2159)
H (1.3171, -0.6591, -1.4990)
H (2.9558, 0.2876, -1.3720)
H (2.1039, 1.6933, -2.9591)
H (0.6216, 1.1949, -2.8795)

natural (NBO) population analysis, charges in e, atoms 1 to 5: atom 1 (C): -0.41, atom 2 (C): -0.61, atom 3 (S): 0.14, atom 4 (C): -0.63, atom 5 (N): -0.61

4.
Computed, not measured: the ion C5H13N2S with charge +1, with wB97M-V/def2-TZVPD.

## Properties
Frontier orbital gap (spin up / spin down) ... 5.19 / 6.56 eV
SMILES ... C=S(#[NH+])C[C@H](C)NC
Energy relative to the best compared isomer or geometry (same formula, charge and spin) ... 6.505 eV
Net charge ... +1

Cartesian coordinates (Å):
C (0.3335, 0.7874, -2.3582)
S (0.7670, 1.6976, -0.9941)
N (-0.5543, 2.2927, -0.5170)
C (1.4246, 0.4108, 0.2665)
C (0.2095, -0.2432, 0.8741)
C (0.5508, -0.9512, 2.2857)
N (-0.4572, -1.2047, 0.0620)
C (-1.7504, -0.8443, -0.6379)
H (0.7487, -0.1736, -2.5431)
H (-0.2469, 1.0008, -3.2019)
H (-0.4280, 3.2396, -0.0043)
H (2.0658, 1.1126, 0.8467)
H (2.2418, -0.1859, -0.2673)
H (-0.5915, 0.5020, 0.9699)
H (1.4633, -0.5298, 2.5182)
H (0.6407, -2.0037, 2.1652)
H (-0.3060, -0.5441, 3.0134)
H (0.1487, -1.8982, -0.2854)
H (-2.2216, -0.0840, -0.0955)
H (-1.6738, -0.5766, -1.6665)
H (-2.3649, -1.8043, -0.4305)

natural (NBO) population analysis, charges in e, atoms 1 to 5: atom 1 (C): -0.42, atom 2 (S): 1.21, atom 3 (N): -0.93, atom 4 (C): -0.48, atom 5 (C): -0.11

5.
Computed, not measured: the ion C5H13N2S with charge +1, with wB97M-V/def2-TZVPD.

## Properties
Frontier orbital gap ... 8.82 eV
Energy relative to the best compared isomer or geometry (same formula, charge and spin) ... 1.824 eV
Net charge ... +1

Cartesian coordinates (Å):
C (-0.7998, -0.4706, 0.7590)
C (-0.7872, 1.0799, 0.3200)
C (1.6031, -0.6561, 0.5647)
C (-1.7631, 1.1625, -0.7840)
C (0.4310, -2.1233, -0.8441)
N (0.4205, -1.1991, 0.2718)
N (0.5886, 1.4880, -0.0055)
S (1.8567, 0.0869, 2.1259)
H (-0.9365, -0.5777, 1.7730)
H (-1.6827, -0.8600, 0.2907)
H (-1.2305, 1.6393, 1.1592)
H (2.4461, -0.6974, -0.2132)
H (-1.6627, 0.5025, -1.6614)
H (-1.9012, 2.2089, -1.1916)
H (-2.7888, 1.1417, -0.4724)
H (-0.5214, -2.4659, -1.2808)
H (0.9355, -1.7043, -1.7173)
H (0.9430, -3.0379, -0.5786)
H (0.9149, 1.4790, -0.9431)
H (0.9767, 2.2546, 0.6003)
H (2.9577, 0.7486, 1.8273)

natural (NBO) population analysis, charges in e, atoms 1 to 5: atom 1 (C): -0.23, atom 2 (C): -0.07, atom 3 (C): 0.09, atom 4 (C): -0.66, atom 5 (C): -0.44

6.
Computed, not measured: a cluster of 2 separate species, C5H13N2Si in total, with wB97M-V/def2-TZVPD.

## Properties
Frontier orbital gap ... 6.42 eV
Energy relative to the best compared isomer or geometry (same formula, charge and spin) ... 1.927 eV
Net charge ... +1

Cartesian coordinates (Å):
C (0.3193, 0.6255, 1.7387)
C (-1.7279, 1.9182, 2.2179)
C (2.1349, 0.1550, -2.4800)
C (1.5332, -2.3797, -0.5434)
C (-0.8916, -0.3290, -1.3881)
N (-0.6359, 1.2859, 2.1431)
N (-2.9231, 1.3617, 2.5968)
Si (0.9213, -0.8381, -1.4336)
H (1.1424, 0.4831, 2.4387)
H (-1.7321, 2.9747, 1.9797)
H (1.6314, 0.9124, -3.0790)
H (2.8613, 0.6657, -1.8504)
H (2.6964, -0.4827, -3.1620)
H (1.1618, -3.2884, -1.0147)
H (2.6216, -2.4337, -0.5397)
H (1.1965, -2.3908, 0.4920)
H (-1.3576, -0.4068, -2.3699)
H (-1.4630, -0.9456, -0.6960)
H (-0.9923, 0.7050, -1.0586)
H (-3.5956, 1.9788, 3.0217)
H (-2.9008, 0.4288, 2.9868)

natural (NBO) population analysis, charges in e, atoms 1 to 5: atom 1 (C): -0.11, atom 2 (C): 0.24, atom 3 (C): -1.19, atom 4 (C): -1.19, atom 5 (C): -1.18

Across the entries above, F_max takes the values 4.224, 3.922, 5.397, 4.509, 3.817, 2.162 eV/A, respectively.